# C25H37N2O4

A structure of composition C25H37N2O4 at a distorted geometry (ωB97M-V/def2-TZVPD, the Open Molecules 2025 dataset).

The net charge is +1. The value obtained for the LUMO energy is -0.0802 hartree. Its multiplicity is 1. For the energy relative to the best compared isomer or geometry (same formula, charge and spin), the calculation gives 23.116 eV. For the largest force on an atom, the calculation gives 0.356 Eh/bohr.

Each line ends with the Mulliken charge.
Cartesian coordinates (Å):
C -6.11699 -2.50109 -0.51800  -1.30
C -6.18402 -1.02390 -0.61894  0.73
C -7.14377 -0.30627 -1.41809  -0.35
C -7.39844 0.94823 -1.41775  -0.53
C -6.59821 1.57909 -0.76030  -0.36
C -5.69876 1.07647 0.22579  -0.52
C -5.59145 -0.34376 0.34649  0.87
O -4.57937 -0.89497 0.78207  -0.26
C -3.89094 -0.26963 1.84695  -0.92
C -2.37900 0.03492 1.46971  0.51
O -2.51187 1.22796 0.44856  -0.59
H -3.26084 0.86089 -0.28105  0.43
C -1.64550 -1.39135 0.95543  -1.92
N -0.28760 -0.99309 0.63489  0.23
C -0.07841 -0.80485 -0.91647  -1.99
C 0.05712 0.67506 -0.95857  -1.07
N 1.25894 1.05961 -0.18532  0.86
C 1.53293 2.57491 -0.46108  -1.16
H 1.04087 3.39453 -0.00840  0.49
H 1.34793 2.86650 -1.48170  0.42
C 3.00220 2.93453 -0.34952  0.01
O 3.17039 2.83836 1.27145  -0.64
H 4.06048 3.35218 1.45114  0.35
C 3.92372 2.14331 -0.97889  -0.61
O 3.69491 0.87766 -1.34321  -0.63
C 4.73366 -0.13967 -0.56451  0.24
C 5.36425 -0.03404 0.59540  0.37
C 6.29317 -0.59642 1.08820  -0.31
C 6.36553 -2.01471 0.60809  -0.75
C 5.76117 -2.32723 -0.57270  -1.12
C 4.83003 -1.28115 -1.24261  1.03
C 4.00446 -1.77161 -2.54580  -1.59
H 3.17725 -2.27720 -2.12946  0.33
H 4.61330 -2.49124 -3.10491  0.44
H 3.68973 -0.91869 -2.94942  0.43
H 5.91535 -3.03799 -1.09273  0.83
H 7.17671 -2.68198 0.72744  0.38
H 6.80340 -0.48993 2.28115  0.25
H 5.17106 1.13641 1.11491  -0.09
H 3.73353 2.53896 -2.09795  0.16
H 5.10847 2.20269 -0.71426  0.57
H 3.07344 4.06427 -0.29169  0.49
C 0.77660 0.97421 1.21478  -0.52
H 1.62947 1.27367 1.82967  0.33
H -0.14995 1.63544 1.30413  0.32
C 0.81441 -0.54518 1.47656  -0.04
H 0.34101 -0.65479 2.54758  0.40
C 2.11198 -1.40197 1.50522  -1.73
H 1.81640 -2.19858 1.62725  1.01
H 2.54281 -0.77192 2.24105  0.45
H 2.48343 -1.19795 0.44374  -0.11
H 2.11554 0.72078 -0.50092  -0.14
H 0.57004 0.90818 -2.23467  0.36
H -0.71599 1.17652 -0.74153  1.35
H -0.78407 -1.22931 -1.26822  0.83
H 0.87530 -1.23093 -0.89727  0.73
H -1.67627 -1.93102 1.87123  0.36
H -2.32768 -1.70039 0.34219  1.10
H -1.87336 0.66824 2.33320  0.32
H -4.21117 0.57484 2.61832  0.31
H -3.69845 -1.10124 2.66277  0.40
H -4.95856 1.79094 0.86482  0.21
H -6.67889 2.83728 -0.66189  0.11
H -8.36710 1.41075 -1.89286  0.28
H -7.93005 -1.11796 -1.96288  0.06
H -6.91606 -3.05754 -1.13844  0.38
H -5.19726 -2.87841 -0.97391  0.26
H -6.13096 -2.74945 0.54579  0.30


# C25H38F16N2NbO10

A structure of composition C25H38F16N2NbO10 at a distorted geometry (ωB97M-V/def2-TZVPD, the Open Molecules 2025 dataset).

The net charge is -1. The value obtained for the LUMO energy is 0.0657 hartree. Its multiplicity is 1. For the largest force on an atom, the calculation gives 0.029 Eh/bohr.

Each line ends with the Mulliken charge.
Cartesian coordinates (Å):
C -0.87472 2.50180 -0.76740  -0.72
C -0.85281 3.76725 -1.60843  1.47
N -1.64137 4.70760 -1.24539  -0.88
C 0.04884 3.74793 -2.77263  -1.79
Nb -1.11690 3.11570 -4.65471  0.07
F -2.50706 2.43161 -3.61876  -0.61
C -0.04296 1.11441 -5.03574  -1.46
C -0.72200 -0.04234 -4.42015  0.57
N -1.83282 -0.59027 -4.72249  -0.63
H -0.15976 1.75013 -1.09747  0.28
H -0.70828 2.78314 0.27648  0.40
H -1.88726 2.08959 -0.83293  -0.11
H -1.57060 5.48837 -1.89909  0.27
H 0.87592 3.03907 -2.65891  0.39
H 0.48087 4.73855 -2.96156  0.36
H -1.88661 4.77489 -4.78815  0.01
H -1.96991 2.80688 -6.25583  0.00
H 0.22765 3.88219 -5.58362  0.04
H -0.02665 0.98369 -6.12363  0.44
H 0.98597 1.21660 -4.67580  0.35
H -0.19267 -0.50667 -3.57742  0.33
H -2.26867 -0.08234 -5.49656  0.21
C -4.19493 0.49225 0.67590  -1.15
C -3.79015 1.17464 1.95768  -0.15
O -3.93623 0.27585 3.09761  -0.32
C -2.97787 -0.59923 3.29182  0.38
O -1.96776 -0.77288 2.67735  -0.52
C -3.30304 -1.44059 4.55552  0.94
F -4.57053 -1.84917 4.57955  -0.27
F -3.07776 -0.70106 5.65639  -0.30
F -2.51122 -2.51113 4.61697  -0.23
H -5.20882 0.09857 0.75750  0.36
H -4.15833 1.19630 -0.15446  0.44
H -3.52629 -0.33615 0.44430  0.25
H -4.44697 2.00938 2.18671  0.30
H -2.76756 1.54563 1.91724  0.28
C 0.69517 8.40700 -9.46582  -1.11
C 0.98031 9.30226 -8.28146  -0.22
O 0.76371 8.60738 -7.03665  -0.32
C 1.74846 7.81869 -6.63369  0.15
O 2.80148 7.64560 -7.17357  -0.53
C 1.36124 7.14510 -5.28939  1.11
F 0.11974 6.69780 -5.32673  -0.20
F 1.46144 8.06660 -4.30695  -0.28
F 2.20189 6.15839 -5.02123  -0.22
H -0.31639 8.00689 -9.40355  0.31
H 0.78978 8.97948 -10.38899  0.38
H 1.39545 7.57415 -9.50022  0.32
H 0.29190 10.14349 -8.24156  0.31
H 2.00090 9.68325 -8.30137  0.32
C -0.54024 -0.51682 7.76569  -0.73
C 0.71531 -1.18016 7.25440  -0.20
O 1.88015 -0.77672 8.02304  -0.33
C 2.06428 -1.39770 9.16906  0.33
O 1.40180 -2.26186 9.66215  -0.51
C 3.36199 -0.87286 9.84140  0.89
F 3.42884 0.46011 9.80611  -0.25
F 4.42951 -1.36522 9.19747  -0.25
F 3.41520 -1.26682 11.10935  -0.24
H -0.42813 0.56749 7.76216  0.32
H -1.37406 -0.78162 7.11880  0.03
H -0.76851 -0.83833 8.78112  0.32
H 0.94919 -0.87164 6.23893  0.31
H 0.64141 -2.26610 7.28321  0.33
C -0.55189 -5.33074 1.82194  -1.17
C -1.69947 -4.35607 1.94885  -0.07
O -1.98637 -3.71262 0.68741  -0.28
C -2.71828 -4.39411 -0.17409  0.28
O -3.18396 -5.48855 -0.04091  -0.55
C -2.96022 -3.51579 -1.43139  0.95
F -1.83217 -2.94411 -1.83722  -0.25
F -3.83710 -2.55847 -1.09524  -0.24
F -3.46473 -4.24250 -2.41916  -0.26
H 0.32966 -4.82400 1.42727  0.31
H -0.31424 -5.74344 2.80131  0.39
H -0.81401 -6.14985 1.15277  0.36
H -1.45685 -3.53383 2.61711  0.12
H -2.60508 -4.84408 2.30894  0.35
C 5.88698 -6.64000 -0.18475  -1.10
C 4.47116 -7.16338 -0.12793  -0.22
O 3.97422 -7.19748 1.23380  -0.31
C 3.53535 -6.04749 1.71199  0.32
O 3.49767 -4.98732 1.16457  -0.50
C 2.98566 -6.25189 3.14810  0.95
F 3.81398 -6.98457 3.89584  -0.26
F 1.80660 -6.88580 3.07620  -0.25
F 2.80056 -5.07810 3.73798  -0.24
H 6.53912 -7.23381 0.45570  0.30
H 6.25512 -6.70009 -1.20858  0.37
H 5.93210 -5.60078 0.13659  0.32
H 4.41014 -8.19750 -0.45726  0.31
H 3.79345 -6.56166 -0.73143  0.32


# C25H38GaO22

A structure of composition C25H38GaO22 at a distorted geometry (ωB97M-V/def2-TZVPD, the Open Molecules 2025 dataset).

The net charge is -1. The value obtained for the LUMO energy is 0.0650 hartree. Its multiplicity is 1. For the largest force on an atom, the calculation gives 0.160 Eh/bohr.

Each line ends with the Mulliken charge.
Cartesian coordinates (Å):
O 0.88692 -2.08909 -2.81533  -0.50
C 1.58298 -1.17533 -2.71247  -0.06
O 2.55973 -0.88222 -3.50100  -0.25
C 2.35024 -1.27970 -4.85998  -0.77
C 1.11828 -0.71582 -5.50062  -0.79
Ga 0.62533 1.23862 -4.97989  0.60
C -1.01661 1.32545 -3.74226  -0.83
C -2.32197 1.10531 -4.50009  -0.09
C -3.13561 -0.05442 -4.03386  0.15
C -2.60117 -1.35159 -4.44734  0.29
O -2.38239 -2.16834 -3.69717  -0.46
O -2.43448 -1.57670 -5.75244  -0.55
H 1.47035 -0.48762 -1.90490  0.53
H 2.30206 -2.35070 -4.89521  0.32
H 3.21021 -1.01529 -5.41322  0.36
H 1.31701 -0.68957 -6.54740  0.46
H 0.29083 -1.37336 -5.31226  0.27
H 0.17407 2.00292 -6.33383  -0.47
H 1.88124 1.91843 -4.26650  -0.38
H -1.03765 2.31564 -3.33944  0.53
H -0.92799 0.68397 -2.88932  0.37
H -2.92166 1.98069 -4.43604  -0.82
H -2.07006 0.99757 -5.53610  0.52
H -4.14343 0.05781 -4.39205  0.21
H -3.17597 -0.09575 -2.98000  0.06
H -1.70698 -1.04474 -6.09279  0.35
C 2.32696 1.08213 1.45912  0.05
C 2.46072 2.53009 1.85590  -0.50
O 2.75249 3.16426 0.60997  -0.43
C 2.26813 2.38712 -0.40575  0.57
O 2.23060 2.74350 -1.53325  -0.43
O 1.87144 1.17692 0.08673  -0.27
H 1.61402 0.53397 2.06688  0.12
H 3.28524 0.56030 1.48026  0.18
H 1.53339 2.94426 2.25863  0.35
H 3.25887 2.69456 2.56534  0.37
C 0.03905 -1.54527 4.88171  0.83
C -0.31608 -0.67379 6.05901  -0.39
O 0.93615 -0.02678 6.34555  -0.37
C 1.68300 -0.03104 5.21145  0.66
O 2.69247 0.57619 5.07373  -0.56
O 1.12052 -0.81156 4.26456  -0.35
H -0.78202 -1.67259 4.18965  -0.18
H 0.41069 -2.52205 5.18111  -0.11
H -1.05849 0.08504 5.80806  0.28
H -0.66478 -1.24068 6.91773  0.31
C -6.86417 2.56235 -4.28585  -0.37
C -7.11677 3.92999 -4.88820  -0.36
O -5.93622 4.64791 -4.52515  -0.38
C -4.93419 3.74378 -4.31287  0.55
O -3.80041 4.02181 -4.16277  -0.46
O -5.43939 2.47851 -4.30099  -0.18
H -7.30201 1.75350 -4.86465  0.31
H -7.21117 2.49020 -3.25292  0.27
H -7.19106 3.89955 -5.97685  0.26
H -8.00142 4.41626 -4.48560  0.30
C -4.36712 -1.78104 0.53534  -0.26
C -3.48370 -2.99482 0.72497  -0.28
O -2.52463 -2.51535 1.67637  -0.31
C -3.06995 -1.48972 2.34962  0.66
O -2.57285 -0.98559 3.30298  -0.57
O -4.23811 -1.10513 1.79771  -0.36
H -5.40509 -2.03466 0.33826  0.30
H -4.00729 -1.12244 -0.24762  0.20
H -4.02019 -3.83948 1.16291  0.25
H -2.99473 -3.31563 -0.19004  0.29
C 5.82228 3.81268 1.12625  -0.29
C 7.12904 3.37439 0.50120  -0.37
O 7.60722 2.39958 1.43822  -0.36
C 6.53948 1.91004 2.11992  0.58
O 6.57473 0.97619 2.84297  -0.52
O 5.42596 2.64233 1.85445  -0.22
H 5.06684 4.08078 0.39488  0.32
H 5.94793 4.63828 1.82960  0.24
H 6.98783 2.89237 -0.46687  0.28
H 7.84275 4.18627 0.39322  0.30
C 2.10118 -4.26367 7.65758  -0.31
C 2.58833 -5.66554 7.35359  -0.35
O 1.38362 -6.32803 6.95134  -0.35
C 0.51055 -5.38875 6.50557  0.61
O -0.50598 -5.62015 5.95271  -0.50
O 0.96995 -4.13895 6.78725  -0.28
H 2.84031 -3.49830 7.43857  0.32
H 1.76544 -4.14948 8.68952  0.25
H 3.29796 -5.69173 6.52570  0.27
H 3.02936 -6.15905 8.21479  0.30


Frontier orbital gap in eV, matching the order above: 8.42; 6.89; 6.07